# C3H7N2S

2 unconnected molecules or ions with the total composition C3H7N2S at a distorted geometry (wB97M-V/def2-TZVPD, OMol25).

Each atom is followed by the atoms it is bonded to, with distances in Å.
Cartesian coordinates (Å):
1 C 0.9732 -1.6790 0.9702  C2 1.503, N4 1.333, H7 1.053
2 C 0.5938 -0.2897 1.3998  C1 1.503, N5 1.494, H8 1.044, H9 0.991
3 C -0.7088 -1.1671 -0.1826  N4 1.307, N5 1.301, H10 1.152
4 N 0.1625 -2.1224 0.0100  C1 1.333, C3 1.307
5 N -0.6137 -0.0922 0.5433  C2 1.494, C3 1.301, H12 1.082
6 S 0.1065 2.2237 -2.1056  H11 1.374, H13 1.336
7 H 1.8547 -2.1016 1.3619  C1 1.053
8 H 0.4516 0.0373 2.3811  C2 1.044
9 H 1.3505 0.2553 1.0633  C2 0.991
10 H -1.5944 -1.2021 -0.9178  C3 1.152
11 H -0.5767 3.4148 -2.0644  S6 1.374
12 H -1.2265 0.7978 0.6069  N5 1.082
13 H -0.7728 1.9252 -3.0660  S6 1.336

Computed properties:
- net charge = +1
- energy relative to the best compared isomer or geometry (same formula, charge and spin) (kcal per mole) = 50.05
- multiplicity = 1
- LUMO (eV) = -5.7430
- frontier orbital gap (eV) = 7.6
- F_max (hartree/bohr) = 0.11024